Computed, not measured: 5 unconnected molecules or ions with the total composition C31H52FN2O13S2, with wB97M-V/def2-TZVPD.

XYZ file:
```
101
Properties=species:S:1:pos:R:3:forces:R:3:mulliken_charge:R:1
F 4.6583 -4.8999 -1.6773 0.1 1.7 -0.2 -0.411
C 5.2556 -3.5786 -1.9194 0.5 -0.2 0.3 1.405
C 6.6545 -3.9213 -2.6201 -0.1 0.3 0.4 -1.082
C 7.9407 -3.2634 -1.9263 0.9 0.2 -1.0 -0.705
C 8.1557 -1.6925 -2.3221 0.2 -1.0 -0.7 -0.483
S 8.0118 -0.6389 -0.7965 -0.2 1.1 -0.1 -0.194
C 6.9895 0.8865 -1.1998 -0.9 1.1 -0.6 0.018
S 5.4420 0.5827 -1.8150 1.6 0.5 0.7 -0.225
N 7.4752 2.2483 -0.9924 0.6 -3.4 -1.6 0.067
C 7.0542 3.1808 -2.0835 -1.0 1.7 -1.2 -0.803
C 7.6239 2.7490 -3.5421 -0.2 0.1 1.1 -0.122
O 9.0844 2.8905 -3.4386 -1.0 -1.0 0.8 -0.436
C 9.5830 1.9801 -2.3984 0.1 0.3 0.3 -0.067
C 8.9676 2.3287 -0.9385 1.3 1.0 -0.6 -0.724
C 5.2299 -2.9250 -0.4588 0.5 0.2 1.0 -0.658
N 3.7233 -2.8489 -0.2250 0.6 1.3 -0.4 -0.133
C 3.2289 -2.2441 -1.5380 -2.7 0.9 -2.5 0.236
C 1.6587 -2.6423 -1.6895 -0.6 0.7 0.5 -0.833
C 0.7396 -1.3437 -1.9729 -1.8 2.6 0.0 0.375
C 0.2733 -0.9147 -3.3915 -1.0 2.2 3.2 -0.435
C -0.6214 0.3604 -3.5422 0.9 -0.8 2.7 -0.513
C -1.0961 1.2294 -2.3279 2.5 -3.3 0.6 -0.312
C -0.6164 0.8153 -0.9154 1.1 -2.2 -3.3 -0.628
C 0.3050 -0.4789 -0.7589 -1.3 1.4 -2.7 -0.267
C 4.2048 -2.6725 -2.7336 1.6 -1.9 0.8 -0.996
H 6.7822 -5.0602 -2.5846 -0.4 1.7 0.0 0.347
H 6.5763 -3.6110 -3.7266 0.3 -0.4 1.7 0.333
H 8.0165 -3.4363 -0.7966 -0.4 0.3 -1.6 0.391
H 8.8597 -3.8009 -2.3805 -1.5 0.7 0.8 0.382
H 9.2363 -1.5719 -2.7153 -1.9 0.0 0.6 0.435
H 7.4194 -1.4304 -3.1532 0.9 0.0 1.3 0.299
H 5.9186 3.3729 -2.1051 1.8 -0.7 0.2 0.335
H 7.5360 4.2090 -1.8700 -0.7 -1.7 -0.2 0.377
H 7.3213 1.6722 -3.8252 0.6 1.5 0.6 0.148
H 7.1857 3.4372 -4.3461 1.0 -0.8 1.2 0.346
H 10.7130 2.1190 -2.3202 -1.6 -0.2 -0.4 0.340
H 9.3298 0.9218 -2.7536 0.4 1.2 0.8 0.083
H 9.2316 3.4391 -0.7524 -0.5 -1.8 -0.2 0.382
H 9.4514 1.7446 -0.0875 -0.9 0.5 -1.3 0.319
H 5.5303 -1.8326 -0.3148 0.0 -1.4 -1.1 0.049
H 5.7480 -3.4481 0.4131 -0.8 0.1 -1.5 0.323
H 3.5075 -2.0921 0.4500 0.2 -0.9 0.0 0.392
H 3.2562 -3.7357 0.0638 0.5 0.7 -0.6 0.436
H 3.1724 -1.0915 -1.4872 0.7 -1.9 0.5 0.075
H 1.3274 -3.0416 -0.6530 0.4 0.6 -1.6 0.332
H 1.4692 -3.4829 -2.4368 0.4 1.3 0.9 0.454
H 0.6143 -1.5387 -4.2816 -0.7 1.1 1.3 0.336
H -0.9637 0.7057 -4.5781 0.6 -0.8 1.7 0.316
H -1.7634 2.1496 -2.5106 1.2 -1.7 0.4 0.324
H -0.9229 1.4239 0.0062 0.6 -1.1 -1.6 0.477
H 0.6208 -0.7447 0.3180 -0.5 0.4 -1.9 0.243
H 3.8253 -3.3510 -3.5685 -0.2 0.9 1.4 0.428
H 4.8332 -1.8898 -3.2734 -1.2 -0.5 1.2 0.253
C -2.0654 -1.1511 1.6711 0.0 -0.2 -0.4 -0.407
O -2.5967 -0.8264 2.9538 0.3 0.2 0.3 -0.254
C -1.7697 -0.1003 3.7247 -0.2 0.0 0.3 0.718
O -0.6629 0.2761 3.4185 -0.4 -0.2 0.0 -0.558
O -2.3881 0.1333 4.8924 0.2 -0.2 -0.6 -0.294
C -1.6208 0.9014 5.8192 0.2 0.3 0.4 -0.645
H -2.8165 -1.7377 1.1402 -0.1 0.1 0.3 0.294
H -1.8598 -0.2494 1.0930 0.1 -0.1 0.2 -0.025
H -1.1626 -1.7580 1.7735 0.0 0.2 0.0 0.345
H -1.3999 1.8900 5.4108 0.1 -0.2 0.0 0.293
H -0.6996 0.3779 6.0841 0.0 0.1 -0.2 0.292
H -2.2182 1.0271 6.7227 -0.1 -0.2 -0.2 0.227
C -3.3413 3.9550 0.2691 0.1 -0.4 0.2 -0.557
O -3.8550 5.2530 -0.0137 0.1 0.2 -0.4 -0.333
C -3.5359 5.7141 -1.2349 -0.2 0.2 0.0 0.771
O -2.8775 5.1307 -2.0631 -0.2 0.1 0.3 -0.551
O -4.0762 6.9346 -1.3729 0.2 -0.5 0.2 -0.333
C -3.8162 7.5512 -2.6334 0.0 0.3 -0.4 -0.614
H -3.6575 3.6813 1.2764 -0.1 0.3 -0.1 0.264
H -3.7453 3.2198 -0.4311 0.1 0.1 0.0 0.283
H -2.2489 3.9584 0.2391 -0.1 0.0 -0.1 0.270
H -4.2392 6.9581 -3.4472 0.2 0.0 0.1 0.291
H -2.7433 7.6960 -2.7777 -0.1 -0.2 0.0 0.288
H -4.2992 8.5288 -2.6318 0.0 -0.2 0.3 0.225
C -8.2618 -1.6771 -1.1678 -0.2 -0.3 -0.4 -0.668
O -8.0574 -0.8315 -0.0366 0.3 0.0 0.4 -0.306
C -7.0109 -1.1801 0.7302 -0.1 0.1 0.0 0.821
O -6.2692 -2.1127 0.5373 -0.2 0.4 0.1 -0.554
O -6.9344 -0.3085 1.7502 0.1 -0.2 -0.6 -0.352
C -5.8590 -0.5585 2.6559 0.4 0.0 0.4 -0.600
H -9.1296 -1.3023 -1.7115 0.1 0.2 0.3 0.231
H -7.3967 -1.6460 -1.8338 0.0 -0.1 0.2 0.300
H -8.4687 -2.7016 -0.8508 0.2 0.1 0.0 0.301
H -4.8986 -0.4829 2.1434 -0.2 -0.2 0.0 0.141
H -5.9706 -1.5381 3.1260 0.1 0.1 -0.2 0.357
H -5.8941 0.2032 3.4357 -0.2 0.0 -0.2 0.317
C -9.5159 -0.3922 3.2998 0.1 0.2 -0.2 -0.277
O -10.2219 -1.3233 4.1200 0.0 -0.2 0.5 -0.334
C -9.6578 -1.5370 5.3195 -0.2 0.0 -0.1 0.782
O -8.6455 -1.0216 5.7295 -0.3 -0.2 -0.1 -0.545
O -10.4164 -2.4250 5.9840 0.2 0.3 -0.3 -0.327
C -9.9324 -2.7494 7.2860 0.1 -0.1 0.4 -0.620
H -10.0583 -0.2965 2.3585 -0.1 -0.2 0.2 0.245
H -9.4774 0.5898 3.7771 0.1 -0.1 0.0 0.297
H -8.5132 -0.7549 3.0833 -0.3 0.1 0.2 -0.027
H -9.9098 -1.8612 7.9212 0.1 -0.1 -0.1 0.287
H -8.9425 -3.2073 7.2263 0.0 0.2 0.0 0.290
H -10.6206 -3.4714 7.7269 -0.1 0.1 -0.3 0.221
```
Positions in Å, forces in eV/Å.

Results
Total charge: +1

Computed, not measured: 10 unconnected molecules or ions with the total composition C31H53N3O24, with wB97M-V/def2-TZVPD.

XYZ file:
```
111
Properties=species:S:1:pos:R:3:forces:R:3:mulliken_charge:R:1
C -18.5496 -5.2482 -4.5636 0.2 0.2 0.4 -1.413
C -18.8580 -4.4191 -5.7761 0.7 0.4 -1.2 0.335
O -18.3985 -3.0083 -5.5339 -0.6 -1.1 0.1 -0.360
C -18.5382 -2.1770 -6.5696 1.1 -0.9 2.2 0.738
O -19.1162 -2.3954 -7.5711 -1.7 -0.9 -2.5 -0.418
O -17.8612 -1.0787 -6.3252 -0.1 2.1 -0.4 -0.369
C -18.0385 -0.1015 -7.4005 2.6 0.0 -0.2 -0.577
H -19.0981 -4.8093 -3.7558 -0.2 0.2 0.8 0.347
H -17.4783 -5.1891 -4.3344 -0.3 -0.1 0.0 0.318
H -18.8718 -6.3032 -4.5801 0.2 0.5 -0.6 0.377
H -19.8815 -4.4688 -6.1441 -0.2 0.4 0.5 0.127
H -18.2718 -4.7453 -6.6292 0.2 -0.1 -0.1 0.130
H -17.7320 -0.5886 -8.3345 -0.5 0.2 0.1 0.215
H -17.2960 0.7111 -7.2568 -0.4 -0.6 0.4 0.280
H -18.9895 0.3666 -7.4837 -1.1 -0.2 0.2 0.256
O -21.7323 -1.5341 -16.5787 0.1 0.4 0.2 -0.609
C -21.5525 -0.4138 -16.1852 0.2 -0.2 -0.4 0.584
O -22.4925 0.4825 -15.9734 -0.7 0.9 -0.3 -0.212
C -21.9401 1.7391 -15.5210 0.0 0.9 0.4 0.117
C -20.4152 1.4113 -15.2452 -2.2 -0.5 -0.8 -0.004
O -20.3556 0.1218 -15.9462 2.0 0.6 0.4 -0.381
H -22.1010 2.6243 -16.2229 0.1 -1.6 0.4 0.236
H -22.5630 1.9313 -14.6451 0.6 0.4 0.2 -0.255
H -20.2140 1.2336 -14.1904 0.0 0.0 0.0 0.067
H -19.7566 2.1995 -15.6529 -0.2 -0.9 -0.1 0.382
O -27.8889 -0.0800 -12.7811 -0.6 0.1 0.4 -0.551
C -26.9124 -0.0984 -13.4468 1.9 0.5 -1.1 0.502
O -26.5142 0.9001 -14.2992 -2.0 0.6 1.0 -0.463
C -25.2644 0.6683 -14.8745 0.3 -1.0 -0.4 0.634
C -25.1108 -0.8435 -14.6199 -1.1 0.1 -1.0 0.274
O -26.0021 -1.0871 -13.4927 0.5 0.0 0.0 -0.273
H -25.3076 0.9510 -15.9204 -0.1 -0.2 -0.2 0.820
H -24.5073 1.2716 -14.3915 0.0 -0.1 0.2 -0.729
H -24.0711 -1.0740 -14.4692 0.2 -0.6 0.6 -0.488
H -25.5875 -1.4713 -15.4154 0.9 0.6 0.2 0.234
O -25.6549 1.7288 -9.2006 -0.3 0.6 -0.1 -0.570
C -26.7484 1.2799 -9.3648 -0.9 -1.1 -0.9 0.543
O -27.7827 1.8080 -10.0708 0.2 0.2 0.7 -0.347
C -29.0118 1.0028 -9.8716 2.8 0.2 2.2 -0.430
C -28.4131 -0.3520 -9.4119 0.1 1.6 -0.8 -0.273
O -27.0879 0.0450 -8.9543 -0.7 -0.8 0.7 -0.174
H -29.5377 1.4676 -9.0331 -0.4 0.1 -0.5 0.276
H -29.4442 1.0345 -10.8141 -1.3 -0.3 -1.4 0.335
H -28.3001 -0.9915 -10.2500 0.4 -0.6 -0.9 0.271
H -29.0135 -0.8813 -8.6939 0.3 0.1 0.8 0.382
O -27.8449 -2.3485 -7.0232 0.0 -0.2 0.7 -0.571
C -26.7907 -2.8020 -7.3486 -0.7 0.9 -0.6 0.593
O -25.5975 -2.3489 -6.9562 0.6 -0.1 -0.7 -0.364
C -24.5799 -3.0845 -7.7027 1.1 1.1 0.9 0.363
C -25.3373 -3.7497 -8.7991 -0.7 1.0 0.3 0.026
O -26.6887 -3.7635 -8.2815 0.7 -0.4 -0.8 -0.393
H -23.7627 -2.4358 -8.0919 -0.9 0.0 0.4 -0.144
H -24.1078 -3.7124 -6.9688 0.1 -0.7 0.0 0.239
H -25.0002 -4.7154 -8.9892 0.4 -1.8 -0.2 0.314
H -25.2474 -3.1920 -9.7323 -0.5 0.2 0.0 -0.028
O -21.8431 -4.9332 -8.0102 0.7 0.0 -0.8 -0.615
C -20.9381 -4.9000 -8.8169 -1.2 -0.4 1.7 0.387
O -20.9281 -4.1517 -9.8990 1.0 0.7 -0.8 0.147
C -19.5328 -4.0860 -10.4006 -0.9 -0.6 1.2 0.687
C -18.9813 -5.3948 -9.8305 -1.9 -1.5 -2.1 -0.609
O -19.8277 -5.6386 -8.6857 0.7 0.1 -0.4 -0.402
H -19.6272 -4.0993 -11.4623 0.2 0.1 -0.7 -0.198
H -19.0728 -3.1980 -9.9691 -0.1 0.0 -0.1 -0.020
H -17.9602 -5.4303 -9.5892 1.2 0.4 0.8 0.429
H -19.1335 -6.2454 -10.6007 0.0 1.3 1.2 0.229
O -24.2676 4.3088 -16.4241 -0.5 -0.1 1.3 -0.601
C -24.9973 4.2770 -15.4544 -0.2 -0.1 -3.2 0.731
O -24.6216 4.0157 -14.2357 0.5 -0.3 1.9 -0.296
C -25.7287 4.0851 -13.2980 0.7 2.2 0.7 0.102
C -26.8370 4.5945 -14.2133 -0.4 -0.6 -0.4 -0.439
O -26.3426 4.4480 -15.5689 0.5 -0.2 1.2 -0.371
H -25.8781 3.1496 -12.7851 0.1 -0.4 -0.1 -0.025
H -25.4913 4.9382 -12.5284 -0.2 -1.9 -1.3 0.299
H -26.8835 5.6442 -14.0485 -0.8 0.9 0.1 0.305
H -27.7998 4.0759 -14.1215 0.4 0.3 0.0 0.315
C -23.0649 -5.0759 -15.2888 1.6 0.7 -0.2 -0.797
N -22.4661 -5.0383 -13.9446 0.2 -0.1 0.6 0.212
C -23.2088 -4.3600 -12.8215 0.0 -1.2 -1.6 -0.158
C -21.1943 -5.5639 -13.8086 -1.6 0.9 3.5 -0.135
O -20.5587 -5.6090 -12.7390 -0.8 0.2 -1.6 -0.539
H -23.3631 -4.0796 -15.6874 0.1 -0.5 0.6 0.220
H -23.8727 -5.7954 -15.4295 0.1 0.0 0.2 0.326
H -22.1505 -5.3374 -15.8547 -1.1 -0.2 -0.6 0.288
H -24.2070 -4.8500 -12.7105 0.7 0.6 -0.2 0.361
H -22.6762 -4.4622 -11.9039 0.6 -0.2 0.6 -0.101
H -23.2544 -3.3085 -13.0816 -0.4 0.2 0.1 -0.114
H -20.8232 -5.9954 -14.6947 0.6 -0.5 -1.4 0.440
C -18.1091 -2.8978 -13.9604 -0.9 0.0 0.5 -0.978
N -19.2516 -2.1418 -13.4325 0.3 -0.8 0.3 0.374
C -18.9940 -1.3623 -12.2262 0.8 -0.1 -0.7 -1.331
C -20.5478 -2.2099 -13.8699 3.1 -1.7 -0.3 -0.243
O -21.3613 -1.4471 -13.4821 -2.5 2.1 0.7 -0.515
H -17.3588 -2.2713 -14.3891 0.2 0.8 -0.7 0.383
H -18.4182 -3.6508 -14.6661 -0.3 -0.1 -0.4 0.315
H -17.5579 -3.4000 -13.1820 -0.2 -0.4 0.7 0.315
H -18.6057 -0.4064 -12.5297 0.3 0.7 0.1 0.424
H -19.9075 -1.1774 -11.6823 -0.2 -0.2 0.2 0.208
H -18.2084 -1.8738 -11.6358 -0.6 0.3 -0.2 0.505
H -20.7870 -3.0407 -14.5225 0.2 -0.2 -0.6 0.603
C -22.4237 0.2704 -9.1949 2.0 1.2 -0.7 -0.997
N -22.8980 0.1908 -10.5894 0.5 -1.2 1.8 0.687
C -22.9933 -1.2228 -11.0136 0.6 1.9 -1.9 0.172
C -23.4230 1.2146 -11.2881 0.8 0.0 0.7 -0.357
O -24.0538 1.0476 -12.3179 0.0 0.6 0.0 -0.291
H -22.3197 1.3168 -8.8728 -0.2 -0.1 -0.3 0.367
H -21.3617 -0.1701 -9.1160 -1.6 0.4 -0.1 0.325
H -23.0783 -0.1830 -8.4725 -0.4 -0.5 0.0 0.263
H -22.7560 -1.2007 -12.0964 -0.6 -0.3 0.7 -0.913
H -22.1760 -1.7628 -10.5601 -0.1 -0.3 0.5 0.140
H -23.9770 -1.6022 -10.8366 -0.5 -0.5 0.3 0.446
H -23.1065 2.2156 -10.8479 -0.7 -0.8 -0.5 0.119
```
Positions in Å, forces in eV/Å.

Results
Total charge: 0
SMILES string: CCOC(=O)OC.O=C1OCCO1.O=C1OCCO1.O=C1OCCO1.O=C1OCCO1.O=C1OCCO1.O=C1OCCO1.CN(C)C=O.CN(C)C=O.CN(C)C=O

Computed, not measured: a molecular structure, C31H53N7O4PRbSe3Te, with wB97M-V/def2-TZVPD.

XYZ file:
```
101
Properties=species:S:1:pos:R:3:forces:R:3:mulliken_charge:R:1
Rb -1.5896 1.2731 -1.0576 -0.1 0.0 -0.5 0.535
Se -4.7811 2.7901 -4.1282 0.0 -0.1 -0.1 -0.742
Se -3.3489 1.5849 -5.5651 0.0 0.1 0.2 -0.360
Te -1.2476 2.6340 -4.5219 0.0 0.0 -0.2 0.213
Se 0.6953 1.3548 -5.4782 0.0 0.0 0.1 -0.893
C -4.0385 5.1658 -1.1532 0.0 0.0 0.0 -0.966
C -3.4745 4.7420 0.1556 0.0 0.0 0.0 0.206
N -2.7639 3.6623 0.3737 0.0 0.0 0.0 0.080
C -2.4228 3.6944 1.7088 -0.1 0.0 0.0 0.549
C -2.9509 4.8119 2.3078 0.0 0.0 0.0 -0.538
N -3.6106 5.4594 1.3042 0.0 0.0 0.0 0.028
C -2.9490 5.3913 3.6964 0.1 0.1 0.0 0.618
O -2.3126 4.7293 4.5713 0.0 0.0 0.0 -0.792
O -3.5553 6.4592 3.8419 0.0 0.0 0.0 -0.770
C -1.5938 2.6141 2.2886 0.0 0.0 0.0 0.006
O -1.3062 2.6940 3.5638 0.0 0.0 0.0 -0.632
O -1.2023 1.6897 1.5901 0.1 0.0 0.4 0.157
H -3.9535 4.3567 -1.8792 0.0 0.0 0.0 -0.024
H -3.4956 6.0269 -1.5492 0.0 0.0 0.0 0.258
H -5.0909 5.4417 -1.0615 0.0 0.0 0.0 0.379
H -4.0949 6.3282 1.4644 0.0 0.0 0.0 0.206
H -1.7204 3.5618 4.0119 0.0 0.0 0.0 0.451
N -1.1673 -0.8893 -3.1977 0.1 0.0 0.0 -0.385
H -2.1751 -0.7675 -3.2499 0.0 0.0 -0.1 0.213
H -0.9765 -1.8373 -3.5022 0.0 0.0 0.1 0.141
H -0.7425 -0.2854 -3.9041 0.0 0.0 0.0 0.061
C 3.1783 3.8035 -3.9908 0.0 -0.1 0.0 -0.704
N 2.8341 4.0313 -2.5898 0.0 0.0 0.0 0.093
C 3.9441 4.2023 -1.6695 0.0 0.0 0.0 -0.849
C 1.7246 3.4826 -2.1013 0.0 0.0 0.0 0.249
N 0.7580 3.0545 -1.6366 0.1 0.0 0.1 -0.563
H 3.5773 4.7279 -4.4128 0.0 0.0 0.0 0.294
H 2.3004 3.4716 -4.5474 0.0 0.0 0.0 0.147
H 3.9300 3.0112 -4.0753 0.0 0.0 0.0 0.259
H 4.5486 5.0495 -1.9982 0.0 0.0 0.0 0.322
H 4.5809 3.3101 -1.6350 0.0 0.0 0.0 0.222
H 3.5653 4.4078 -0.6704 0.0 0.0 0.0 0.335
C -5.9674 -0.1073 -1.9547 0.0 0.0 0.0 -0.722
C -4.9909 -0.6501 -0.9740 0.0 0.0 0.0 0.270
N -3.7550 -1.0140 -1.2237 -0.2 -0.1 0.0 -0.234
C -3.2420 -1.4700 -0.0280 0.0 0.0 0.0 -1.131
C -4.1724 -1.3663 0.9584 0.0 0.0 0.0 -0.823
N -5.2905 -0.8498 0.3405 0.0 0.0 0.0 -0.039
H -5.4653 0.5366 -2.6823 0.0 0.0 0.0 -0.048
H -6.7258 0.4997 -1.4564 0.0 0.0 0.0 0.346
H -6.4694 -0.9175 -2.4885 0.0 0.0 0.0 0.259
H -2.2173 -1.8007 0.0462 0.0 0.0 0.0 1.454
H -4.1354 -1.5738 2.0133 0.0 0.0 0.0 0.502
H -6.1532 -0.5866 0.7807 0.0 0.0 0.0 0.189
C 1.5606 -6.0790 0.4535 0.0 0.0 0.0 -0.720
C 0.1114 -5.6342 0.6124 0.0 0.0 0.0 -0.892
C 0.0481 -4.1794 1.1072 0.0 0.0 0.0 -0.455
C 1.2147 -3.3209 0.5669 0.0 0.0 0.0 0.449
C 1.6245 -3.8700 -0.8027 0.0 0.0 0.0 -0.511
C 2.2338 -5.2728 -0.6693 0.0 0.0 0.0 -0.907
P 0.7246 -1.5332 0.4131 0.0 0.0 0.0 -0.118
C 0.7042 -0.9118 2.1615 0.0 0.0 0.0 0.287
C -0.6322 -1.2539 2.8458 0.0 0.0 0.0 -0.078
C -0.5681 -0.8543 4.3156 0.0 0.0 0.0 -0.892
C 0.4540 -1.7173 5.0782 0.0 0.0 0.0 -0.907
C 1.5492 -2.2554 4.1480 0.0 0.0 0.0 -0.508
C 1.9108 -1.2312 3.0756 0.0 0.0 0.0 -0.880
C 2.2473 -0.6728 -0.2563 0.0 0.0 0.0 0.352
C 3.6613 -1.2378 0.0670 0.0 0.0 0.0 -0.880
C 4.5375 -1.4107 -1.1765 0.0 0.0 0.0 -1.021
C 4.6325 -0.1334 -2.0101 0.0 0.0 0.0 -0.985
C 3.2495 0.5208 -2.2118 0.0 0.0 0.0 0.440
C 2.1037 -0.3759 -1.7574 0.0 0.0 0.0 -0.745
H 1.6271 -7.1502 0.2477 0.0 0.0 0.0 0.454
H 2.0839 -5.9118 1.4006 0.0 0.0 0.0 0.282
H -0.4274 -6.2847 1.3055 0.0 0.0 0.0 0.475
H -0.3960 -5.7244 -0.3527 0.0 0.0 0.0 0.327
H 0.0682 -4.1734 2.1993 0.0 0.0 0.0 0.174
H -0.9074 -3.7372 0.8113 0.0 0.0 0.0 -0.083
H 2.0673 -3.4242 1.2497 0.0 0.0 0.0 0.403
H 2.3290 -3.2090 -1.3014 0.0 0.0 0.0 -0.421
H 0.7371 -3.8935 -1.4425 0.0 0.0 0.0 0.328
H 3.3068 -5.1889 -0.4720 0.0 0.0 0.0 0.296
H 2.1325 -5.8034 -1.6202 0.0 0.0 0.0 0.468
H 0.6620 0.1712 2.0058 0.0 0.0 0.0 0.297
H -0.8665 -2.3210 2.7644 0.0 0.0 0.0 0.286
H -1.4247 -0.7060 2.3365 0.0 0.0 0.0 -0.001
H -1.5525 -0.9317 4.7831 0.0 0.0 0.0 0.463
H -0.2985 0.2035 4.3636 0.0 0.0 0.0 0.214
H -0.0492 -2.5579 5.5661 0.0 0.0 0.0 0.298
H 0.9107 -1.1254 5.8769 0.0 0.0 0.0 0.357
H 1.2023 -3.1703 3.6584 0.0 0.0 0.0 -0.046
H 2.4346 -2.5361 4.7259 0.0 0.0 0.0 0.539
H 2.7636 -1.5854 2.4952 0.0 0.0 0.0 0.137
H 2.2421 -0.3120 3.5711 0.0 0.0 0.0 0.521
H 2.1636 0.3060 0.2327 0.0 0.0 0.0 0.840
H 3.6036 -2.1999 0.5805 0.0 0.0 0.0 0.281
H 4.1687 -0.5612 0.7624 0.0 0.0 0.0 0.457
H 4.1267 -2.2083 -1.8008 0.0 0.0 0.0 0.218
H 5.5349 -1.7472 -0.8764 0.0 0.0 0.0 0.567
H 5.0905 -0.3686 -2.9745 0.0 0.0 0.0 0.382
H 5.3110 0.5689 -1.5132 0.0 0.0 0.0 0.297
H 3.0813 0.8151 -3.2495 0.0 0.0 0.0 0.323
H 3.1907 1.4327 -1.6114 0.0 0.0 0.0 -0.435
H 2.0755 -1.2949 -2.3506 0.0 0.0 0.0 0.159
H 1.1532 0.1139 -1.9673 0.0 0.0 0.0 0.284
```
Positions in Å, forces in eV/Å.

Results
Total charge: -2
Energy relative to the best compared isomer or geometry (same formula, charge and spin), kcal/mol: 3.0

Let's list HOMO in order: -11.19; -9.36; -0.70 eV.